1.
A structure of composition C23H16N5S2Y. Source: the OMol25 dataset; level of theory: ωB97M-V/def2-TZVPD.

The gap between HOMO and LUMO is 7.155 eV. Its net charge is +2. As for the HOMO energy: -13.93 eV.

Geometry as XYZ:
```
47
Properties=species:S:1:pos:R:3:forces:R:3
Y -0.314 -1.264 -0.188 -0.2 -0.8 -0.1
C -3.017 -1.766 1.071 0.0 -0.1 0.0
C -2.226 -1.700 2.217 0.0 0.0 -0.1
C -1.212 -2.636 2.420 0.0 -0.1 -0.1
C -0.974 -3.632 1.471 -0.1 0.0 0.0
C -1.769 -3.704 0.322 -0.2 0.0 0.1
C -2.796 -2.772 0.125 0.0 -0.1 0.1
H -3.863 -1.099 0.961 0.1 0.1 -0.1
H -2.451 -0.972 2.986 0.1 0.1 0.0
H -0.664 -2.639 3.353 0.1 0.1 -0.1
H -0.246 -4.409 1.670 0.1 0.1 -0.1
H -1.665 -4.543 -0.354 0.1 0.1 -0.1
H -3.484 -2.898 -0.701 0.1 0.1 -0.1
S 2.097 -1.806 -0.937 0.2 0.0 0.3
C 1.392 -1.562 -2.522 -0.4 -0.1 0.1
C 2.157 -1.484 -3.682 0.0 0.0 0.0
C 1.518 -1.287 -4.889 0.0 0.0 0.2
C 0.126 -1.193 -4.921 0.0 0.0 -0.1
C -0.567 -1.277 -3.740 -0.1 0.0 0.1
N 0.040 -1.445 -2.547 0.1 0.1 -0.1
H 3.230 -1.589 -3.612 0.0 0.0 0.0
H 2.095 -1.209 -5.801 0.0 0.0 0.0
H -0.403 -1.067 -5.854 0.0 0.0 0.0
H -1.649 -1.229 -3.729 0.0 0.0 0.0
S 1.959 5.716 2.298 0.0 0.1 0.1
N 0.826 5.324 1.233 -0.1 0.2 -0.1
C 0.747 4.007 1.222 0.4 -0.2 0.4
C -0.127 3.217 0.396 -0.2 -0.3 -0.2
C -0.990 3.789 -0.545 0.1 -0.1 0.1
C -1.779 2.968 -1.317 0.0 0.1 0.0
C -1.690 1.596 -1.130 0.0 -0.1 0.0
N -0.872 1.025 -0.246 0.2 0.3 0.1
C -0.085 1.821 0.526 -0.1 0.3 -0.2
C 0.823 1.183 1.478 0.3 0.0 0.3
N 0.811 -0.169 1.570 0.2 0.5 0.2
C 1.669 -0.760 2.400 0.0 -0.1 -0.1
C 2.580 -0.066 3.184 0.0 0.1 0.1
C 2.598 1.307 3.112 -0.1 0.0 -0.1
C 1.704 1.953 2.251 -0.1 -0.3 0.0
C 1.654 3.386 2.124 -0.4 0.3 -0.4
N 2.393 4.253 2.791 0.2 0.0 0.2
H -1.012 4.867 -0.642 0.0 0.0 0.0
H -2.450 3.372 -2.061 0.0 0.0 0.0
H -2.308 0.930 -1.722 0.0 0.0 0.0
H 1.648 -1.844 2.430 0.0 0.0 0.0
H 3.259 -0.602 3.831 0.0 0.0 0.0
H 3.284 1.908 3.695 0.0 0.0 0.0
```
Forces are in eV/Å.

Löwdin atomic charge list, values in e, 6 entries:
1. Y 1.41
2. C -0.09
3. C -0.07
4. C -0.09
5. C -0.09
6. C -0.11

2.
A structure of composition C23H17BN10O3S2W. Source: the OMol25 dataset; level of theory: ωB97M-V/def2-TZVPD.

As for the multiplicity: 4. The gap between HOMO and LUMO (spin up / spin down) is 6.927 / 4.281 eV. Its net charge is +1. As for the expectation value of S²: 3.776. As for the HOMO energy (spin up / spin down): -11.51 / -11.65 eV.

Geometry as XYZ:
```
57
Properties=species:S:1:pos:R:3:forces:R:3
W -0.280 0.117 1.002 -0.5 -0.6 0.0
C 2.068 -2.464 -1.494 0.0 -0.1 0.1
C 1.361 -1.300 -1.286 0.0 0.1 0.1
N 0.912 -1.265 -0.017 0.0 -0.1 -0.1
N 1.313 -2.410 0.594 0.0 0.1 0.0
C 2.022 -3.131 -0.273 0.0 0.0 -0.1
B 1.068 -2.645 2.139 0.0 0.1 -0.1
N 1.728 -1.435 2.851 -0.1 -0.1 -0.1
C 2.756 -1.312 3.700 0.0 0.0 0.1
C 3.013 0.034 3.899 0.0 0.0 0.0
C 2.088 0.692 3.111 0.0 0.0 0.0
N 1.302 -0.194 2.477 0.0 0.1 -0.1
N -0.468 -2.588 2.396 0.0 0.1 0.0
C -1.259 -3.418 3.088 0.0 -0.1 0.0
C -2.555 -2.938 3.047 0.0 0.0 0.0
C -2.482 -1.774 2.296 0.1 0.0 0.0
N -1.217 -1.567 1.914 0.2 0.1 0.0
N 1.584 -3.998 2.511 0.1 0.0 0.1
C 1.139 -5.187 2.011 0.1 0.0 0.1
C 1.875 -6.184 2.589 0.0 0.0 0.0
C 2.766 -5.507 3.450 0.0 0.0 0.0
N 2.592 -4.201 3.402 -0.1 -0.1 -0.1
H 2.559 -2.784 -2.395 0.0 0.0 0.0
H 1.143 -0.489 -1.963 0.0 0.0 0.0
H 2.460 -4.068 0.024 0.0 0.0 0.0
H 3.225 -2.198 4.093 0.0 0.0 0.0
H 3.770 0.466 4.528 0.0 0.0 0.0
H 1.939 1.749 2.970 0.0 0.0 0.0
H -0.854 -4.297 3.561 0.0 0.0 0.0
H -3.428 -3.375 3.498 0.0 0.0 0.0
H -3.255 -1.081 2.006 0.0 0.0 0.0
H 0.337 -5.230 1.292 0.0 0.0 0.0
H 1.787 -7.243 2.422 0.0 0.0 0.0
H 3.521 -5.922 4.098 0.0 0.0 0.0
S -0.955 1.963 2.493 0.6 -0.2 -0.1
C -0.445 3.045 1.232 -0.5 1.0 -0.3
S 0.643 2.275 0.113 0.2 -0.2 0.5
C -0.827 4.340 1.154 0.0 -0.1 0.1
C -0.367 5.159 0.076 -0.2 0.0 0.1
N -0.011 5.796 -0.812 0.1 0.0 0.0
C -1.727 4.880 2.129 0.0 0.0 -0.2
N -2.469 5.270 2.914 0.0 0.0 0.1
O -2.477 -1.687 -1.770 0.0 -0.1 -0.1
C -2.534 -0.734 -2.741 0.0 -0.1 0.0
C -2.677 -1.081 -4.081 0.0 0.0 0.0
C -2.770 -0.102 -5.054 0.0 0.0 0.1
C -2.730 1.245 -4.708 0.0 0.0 0.0
C -2.596 1.591 -3.380 0.0 0.0 0.0
C -2.482 0.615 -2.384 0.1 0.0 0.0
C -2.337 1.106 -1.001 -0.1 -0.2 0.2
O -2.635 2.207 -0.640 0.1 0.2 0.2
O -1.829 0.192 -0.095 0.0 0.3 -0.3
H -2.635 -2.550 -2.171 0.0 0.1 0.0
H -2.728 -2.129 -4.356 0.0 0.0 0.0
H -2.882 -0.394 -6.089 0.0 0.0 0.0
H -2.811 2.010 -5.466 0.0 0.0 0.0
H -2.573 2.627 -3.073 0.0 0.0 0.0
```
Forces are in eV/Å.

Löwdin atomic charge list, values in e, 6 entries:
1. W 1.33
2. C 0.00
3. C -0.09
4. N -0.13
5. N 0.04
6. C -0.01

3.
A structure of composition C23H17Cl2N3O2Ru. Source: the OMol25 dataset; level of theory: ωB97M-V/def2-TZVPD.

As for the multiplicity: 5. The gap between HOMO and LUMO (spin up / spin down) is 6.884 / 3.795 eV. Its net charge is +2. As for the expectation value of S²: 6.113. As for the HOMO energy (spin up / spin down): -14.09 / -14.20 eV.

Geometry as XYZ:
```
48
Properties=species:S:1:pos:R:3:forces:R:3
Ru -0.620 0.327 -0.280 -0.1 0.6 0.5
C 5.081 0.642 -0.240 1.0 -0.4 -1.5
C 4.331 1.544 -0.950 -1.5 1.7 0.3
C 3.157 1.966 -0.297 0.7 -0.6 -2.9
C 2.560 1.137 0.661 -0.7 0.0 1.7
C 3.359 0.343 1.488 -0.4 -0.6 -0.4
C 4.552 0.010 0.894 0.1 -0.6 1.8
N 1.136 1.248 0.707 -0.5 -0.4 -0.1
N 0.859 2.459 1.138 0.4 0.4 -0.3
C -2.489 1.664 -1.790 0.6 -1.3 0.7
C -3.440 2.624 -1.225 0.5 -0.5 -0.7
C -4.388 2.169 -0.344 0.2 1.7 -0.1
C -4.714 0.833 -0.261 -0.6 -0.3 -0.2
C -3.736 -0.082 -0.639 0.1 -0.1 -1.9
N -2.577 0.339 -1.172 -0.1 0.3 0.1
H 6.082 0.330 -0.563 -0.4 0.3 0.0
H 4.553 1.988 -1.922 0.5 -0.1 0.5
H 2.495 2.719 -0.706 0.3 0.3 -0.1
H 3.002 -0.138 2.395 -0.1 -0.1 -0.4
H 5.133 -0.811 1.286 0.1 0.0 0.3
H -3.360 3.653 -1.533 0.1 0.3 0.2
H -4.894 2.903 0.256 -0.7 0.2 -0.2
H -5.722 0.541 0.048 0.6 -0.1 0.2
H -4.003 -1.150 -0.637 0.6 0.7 0.3
Cl 0.110 5.672 0.871 -0.9 -1.5 0.1
C -0.637 4.183 1.732 1.6 0.4 -0.5
Cl -2.232 4.386 2.278 -0.9 0.4 0.1
C -0.434 2.822 1.055 0.9 0.3 1.0
O -1.339 2.035 0.691 -0.5 -0.4 -0.7
O -1.511 1.800 -2.539 -1.5 0.5 1.2
H 0.084 4.147 2.545 -0.4 -0.1 0.4
C 2.278 -3.710 -0.556 -1.5 -1.3 0.6
C 2.286 -2.341 -0.874 0.1 0.3 0.0
C 1.108 -1.636 -0.816 -0.8 0.1 0.3
C -0.064 -2.234 -0.246 0.9 -2.0 -1.2
C -1.173 -1.485 0.120 0.7 1.2 -0.1
C -2.315 -2.057 0.546 -0.4 -1.5 1.0
C -2.473 -3.457 0.507 1.2 -0.5 -0.2
C -1.404 -4.284 0.139 -0.6 0.6 -0.6
C -0.147 -3.667 -0.161 0.8 -0.2 1.0
C 1.090 -4.396 -0.219 0.5 1.3 -1.2
H 3.184 -4.285 -0.647 0.2 0.0 0.1
H 3.256 -1.886 -1.112 -0.7 -0.1 -0.4
H 0.952 -0.638 -1.299 0.8 -0.3 0.1
H -3.069 -1.482 1.015 -0.5 0.3 0.4
H -3.406 -3.900 0.804 -0.3 -0.1 0.0
H -1.573 -5.369 -0.068 0.4 1.0 0.7
H 1.074 -5.474 -0.081 0.1 0.2 0.0
```
Forces are in eV/Å.

Löwdin atomic charge list, values in e, 6 entries:
1. Ru 1.29
2. C 0.02
3. C 0.02
4. C 0.08
5. C -0.18
6. C 0.05

4.
The ion C23H17ClF2N with charge +1. Source: the OMol25 dataset; level of theory: ωB97M-V/def2-TZVPD.

The gap between HOMO and LUMO is 6.019 eV. Its net charge is +1. Its SMILES is Fc1cccc(/C=C\[C@H](c2cccc(F)c2)[C@H]2C=[NH+]c3ccc(Cl)cc32)c1. As for the HOMO energy: -11.14 eV.

Geometry as XYZ:
```
44
Properties=species:S:1:pos:R:3:forces:R:3
F -3.452 2.654 2.739 -0.3 -1.0 0.6
C -3.720 1.312 2.835 -0.6 0.4 -0.1
C -4.955 0.841 2.374 0.4 -0.4 0.2
C -5.209 -0.542 2.504 -0.1 0.6 0.1
C -4.150 -1.405 2.732 0.7 0.3 -0.5
C -2.826 -0.876 2.850 -1.0 0.0 1.5
C -1.686 -1.625 2.355 1.5 -0.5 0.1
C -0.396 -1.220 2.211 -0.6 -0.4 0.4
C 0.338 -0.195 3.048 -0.6 1.8 -2.5
C 1.501 0.463 2.191 1.0 -0.9 0.6
C 1.506 0.626 0.778 -0.6 0.1 0.6
C 2.492 1.407 0.148 0.0 -0.2 0.8
C 3.558 1.935 0.901 -0.5 -0.2 0.1
C 3.620 1.628 2.255 0.5 0.0 0.6
F 4.699 2.080 2.994 -1.2 -0.5 -0.8
C 2.634 0.875 2.912 0.0 0.5 -0.6
C 0.730 -0.872 4.354 -0.4 -2.4 2.3
C 0.683 -0.063 5.600 -0.7 -0.9 2.2
N 0.127 -0.715 6.653 1.2 1.7 -2.6
C -0.196 -2.050 6.327 -1.3 0.0 0.1
C -0.909 -2.990 7.102 -0.1 -0.3 -0.8
C -1.238 -4.212 6.481 0.5 0.8 -0.5
C -0.924 -4.385 5.113 0.3 0.6 0.4
Cl -1.325 -5.857 4.322 -0.1 0.0 0.1
C -0.307 -3.373 4.358 -0.2 -0.4 0.3
C 0.039 -2.189 4.968 0.3 0.4 -1.1
C -2.731 0.457 3.325 -0.4 0.0 -1.1
H -5.685 1.517 1.934 0.1 -0.1 0.3
H -6.232 -0.919 2.391 0.5 0.1 -0.1
H -4.314 -2.482 2.804 0.2 0.2 -0.5
H -1.892 -2.640 1.992 -0.3 0.6 -0.4
H 0.299 -1.810 1.588 -0.5 0.0 0.4
H -0.244 0.715 3.304 -0.1 -0.8 -0.4
H 0.714 0.157 0.177 0.3 0.5 0.3
H 2.420 1.630 -0.922 0.1 -0.3 0.5
H 4.318 2.566 0.449 -0.1 -0.2 0.1
H 2.743 0.611 3.967 0.2 0.4 -0.4
H 1.717 -1.255 4.121 0.8 0.1 0.5
H 1.049 0.954 5.710 -0.3 0.0 0.1
H -0.168 -0.269 7.518 0.5 0.1 0.0
H -1.313 -2.786 8.096 0.6 0.0 -0.2
H -1.745 -5.016 7.013 0.1 0.3 -0.1
H -0.159 -3.471 3.300 0.1 -0.4 -0.1
H -1.934 0.803 3.972 0.1 0.3 -0.8
```
Forces are in eV/Å.

Löwdin atomic charge list, values in e, 6 entries:
1. F 0.05
2. C -0.23
3. C 0.01
4. C -0.06
5. C -0.03
6. C -0.20

no.,calculated total energy (Ha)
1,-1994.22156
2,-2548.14934
3,-2215.77151
4,-1600.98107